(1)
52
Properties=species:S:1:pos:R:3:forces:R:3 method="wB97M-V/def2-TZVPD" orbital_gap_ev=9.9 mol_weight_g_mol=246.01 de_lowest_kj_mol=0.00
O -24.153 -1.822 -7.513 -0.90 0.03 0.32
H -25.031 -1.318 -7.770 0.52 -0.55 -0.22
H -24.225 -1.966 -6.559 0.20 -0.02 0.03
H -23.297 -1.265 -7.733 0.28 0.38 -0.25
O -25.808 1.311 -10.476 0.10 -0.13 0.54
H -25.648 0.759 -9.606 -0.64 0.35 -0.56
H -25.300 0.859 -11.234 0.41 0.01 -0.10
H -25.401 2.225 -10.364 0.45 -0.51 -0.01
B -26.554 -0.722 -8.557 -0.30 -0.37 -0.29
H -25.909 0.267 -8.365 0.59 0.69 0.29
H -26.003 -1.464 -9.313 0.43 -0.17 -0.49
H -26.640 -1.282 -7.501 -0.08 -0.13 0.64
H -27.609 -0.438 -9.008 -0.53 0.14 0.02
B -22.299 0.059 -8.577 0.10 0.49 0.01
H -21.412 0.832 -8.377 0.43 0.28 0.00
H -22.480 -0.165 -9.730 -0.14 -0.13 -0.69
H -21.963 -0.962 -8.029 0.06 -0.69 0.38
H -23.282 0.509 -8.069 -0.64 0.28 0.22
C -23.672 4.841 -8.034 -0.25 -0.18 -0.25
C -24.665 3.977 -8.825 0.28 -0.25 0.74
C -25.915 4.716 -9.284 0.50 0.93 -0.31
O -27.020 3.884 -9.089 -0.20 -0.10 -0.06
C -28.227 4.442 -9.569 0.20 0.10 0.20
N -23.982 3.303 -9.954 -0.52 0.55 -0.01
H -23.539 5.791 -8.556 0.23 0.05 0.15
H -22.725 4.303 -7.982 0.11 0.14 -0.03
H -23.972 5.023 -7.001 -0.25 0.13 -0.12
H -25.048 3.194 -8.165 0.15 -0.08 -0.02
H -25.832 5.058 -10.333 0.04 -0.52 -0.18
H -25.993 5.695 -8.783 -0.28 -0.33 0.55
H -28.509 5.319 -8.975 0.07 0.11 -0.12
H -29.018 3.706 -9.453 0.11 -0.14 -0.12
H -28.099 4.725 -10.619 -0.25 0.05 -0.04
H -23.568 4.053 -10.502 0.03 -0.22 -0.23
H -23.203 2.757 -9.589 -0.11 -0.22 -0.02
C -25.475 -0.894 -13.912 -0.27 -0.19 -0.58
C -24.749 0.438 -13.782 0.39 -1.18 0.67
C -25.687 1.614 -13.969 0.18 -0.36 -1.02
O -26.827 1.468 -13.170 0.38 0.20 0.38
C -27.591 2.647 -13.047 -0.53 -0.58 0.23
N -24.127 0.460 -12.425 0.17 0.60 -0.39
H -26.285 -0.943 -13.186 0.06 -0.17 0.04
H -24.814 -1.758 -13.819 0.15 0.17 0.42
H -25.900 -1.034 -14.911 -0.16 0.34 0.05
H -23.926 0.449 -14.504 -0.31 0.39 -0.34
H -26.009 1.594 -15.021 0.18 0.22 -0.08
H -25.124 2.543 -13.810 -0.28 0.16 0.28
H -28.365 2.413 -12.314 0.13 0.14 0.14
H -28.129 2.879 -13.973 0.34 0.24 -0.14
H -26.982 3.479 -12.687 -0.03 0.14 -0.14
H -23.525 -0.352 -12.316 -0.39 -0.29 0.20
H -23.430 1.205 -12.437 -0.25 0.21 0.31

---

(2)
55
Properties=species:S:1:pos:R:3:forces:R:3 method="wB97M-V/def2-TZVPD" smiles="C=CCC(=C)CCC.O.O.O.O.O.O.O.O.O.O.O" orbital_gap_ev=9.6 mol_weight_g_mol=308.37 de_lowest_kj_mol=68.25
C 2.450 2.573 -1.391 0.75 0.54 0.51
C 1.216 2.458 -0.898 0.44 0.71 0.29
C 0.137 1.751 -1.638 -2.12 0.16 -0.58
C 0.216 0.244 -1.430 0.46 0.56 -0.93
C 0.642 -0.543 -2.420 -0.04 -0.85 0.08
C -0.202 -0.250 -0.096 -0.47 0.77 0.51
C -1.690 -0.637 -0.128 -0.17 1.37 0.64
C -2.225 -0.847 1.282 -2.46 1.24 -0.83
H 3.262 3.116 -0.845 -0.82 -0.45 -0.49
H 2.750 2.169 -2.368 -0.31 0.08 0.47
H 0.936 2.925 0.068 0.37 -0.35 -0.56
H -0.915 2.124 -1.298 1.86 -0.65 -0.51
H 0.193 1.995 -2.730 0.04 -0.29 0.85
H 0.685 -1.655 -2.354 0.02 1.06 0.15
H 0.948 -0.152 -3.379 -0.17 0.18 -0.12
H -0.038 0.561 0.681 -0.20 -0.98 -0.94
H 0.396 -1.101 0.162 0.31 -0.46 0.39
H -1.857 -1.522 -0.717 0.02 -0.41 -0.32
H -2.237 0.201 -0.620 0.27 -0.79 0.35
H -3.314 -1.147 1.276 0.98 0.40 -0.14
H -1.747 -1.617 1.777 1.22 -1.58 1.04
H -2.163 0.067 1.885 0.04 -0.17 -0.14
O 2.791 1.569 1.832 -0.64 1.73 1.57
H 2.946 0.665 1.646 0.67 -2.06 -0.61
H 2.889 2.045 1.022 0.04 0.37 -0.92
O -3.047 2.559 -0.374 0.10 -0.12 1.82
H -2.414 2.446 0.437 -1.36 0.26 -1.34
H -3.951 2.528 0.014 0.98 0.05 -0.32
O -0.364 -3.628 1.711 -1.41 2.74 -2.04
H 0.085 -2.859 2.113 0.11 0.44 0.28
H -0.037 -4.344 2.146 1.31 -3.31 1.96
O 0.556 -3.508 -0.799 1.46 -0.14 -2.09
H -0.187 -3.217 -1.309 -0.62 0.13 -0.38
H 0.255 -3.602 0.079 -1.03 -0.32 2.46
O 0.375 1.078 2.881 0.02 0.06 -1.40
H 0.509 1.164 3.800 0.13 0.18 1.79
H 1.254 1.302 2.479 -0.02 0.20 -0.08
O -2.395 -1.334 -3.360 0.80 -0.49 0.53
H -2.684 -0.437 -3.127 -0.12 0.04 0.00
H -1.643 -1.467 -2.745 -0.66 0.16 -0.77
O -1.677 2.508 1.933 -1.77 1.26 -0.82
H -1.415 3.398 2.174 0.14 0.06 0.09
H -1.001 1.917 2.201 1.59 -1.06 0.77
O 0.937 -1.560 2.792 0.03 0.50 -0.23
H 0.528 -0.653 2.747 0.54 -1.06 0.02
H 1.804 -1.488 2.311 -0.73 0.15 0.49
O -3.157 1.163 -2.667 -0.32 -2.66 -0.65
H -3.150 1.602 -1.849 0.08 1.22 2.21
H -3.106 1.811 -3.317 0.12 1.75 -1.81
O 2.866 -2.179 -0.895 0.02 -0.61 0.61
H 2.754 -1.523 -1.583 -0.30 0.11 -0.21
H 2.031 -2.730 -0.841 0.42 0.53 -0.44
O 3.185 -1.038 1.436 -0.14 0.14 0.16
H 3.034 -1.453 0.557 -0.11 -0.14 -0.76
H 3.985 -1.450 1.738 0.67 -0.18 0.40

---

(3)
77
Properties=species:S:1:pos:R:3:forces:R:3 method="wB97M-V/def2-TZVPD" orbital_gap_ev=9.1 mol_weight_g_mol=1021.67
Br -3.870 -2.286 -0.516 -0.96 0.62 1.03
C -4.813 -1.477 1.090 0.73 0.24 1.19
C -4.303 -2.213 2.372 -1.46 -0.42 -1.23
Br -5.153 -1.460 4.038 0.78 -0.36 -1.29
H -5.874 -1.449 0.843 0.15 -0.71 0.26
H -4.548 -0.446 1.324 0.47 0.20 -1.13
H -3.214 -2.175 2.361 -0.16 0.22 0.60
H -4.641 -3.247 2.301 0.19 0.02 0.45
Br 0.486 1.712 4.421 0.14 -0.71 -0.09
C -0.644 3.154 3.770 1.17 0.31 0.46
C -2.040 2.980 4.251 -0.12 -0.11 -0.69
Br -2.886 4.755 4.168 -0.02 -0.55 0.22
H -0.555 3.151 2.683 0.11 0.42 0.26
H -0.139 3.967 4.293 -0.30 0.34 -0.72
H -2.036 2.532 5.245 -0.52 0.41 -0.06
H -2.534 2.362 3.500 -0.46 -0.06 0.52
Br 2.058 -6.463 -4.721 -0.02 1.18 0.32
C 1.557 -4.561 -4.332 -1.21 -0.21 -0.31
C 0.662 -4.450 -3.099 0.19 -1.10 -0.40
Br -1.108 -5.370 -3.341 0.77 0.61 0.02
H 0.992 -4.238 -5.206 0.19 -0.10 -0.03
H 2.416 -3.897 -4.238 0.22 -0.49 0.12
H 0.461 -3.406 -2.859 0.04 -0.24 0.03
H 1.124 -5.031 -2.301 -0.22 0.48 0.24
Br 2.591 -3.303 5.429 -0.19 0.93 -1.32
C 2.262 -2.093 3.823 0.71 -0.30 0.16
C 0.792 -1.808 3.630 0.65 -0.39 0.93
Br -0.152 -3.421 3.078 -0.07 0.12 0.05
H 2.756 -2.504 2.943 -0.25 -0.65 0.17
H 2.844 -1.184 3.977 -0.33 0.16 0.60
H 0.651 -1.002 2.911 -0.20 -0.19 0.08
H 0.372 -1.607 4.616 -0.21 0.40 -0.35
O 0.672 3.170 -1.814 -0.49 -0.23 -0.98
H 0.037 3.865 -1.644 -0.13 0.26 0.26
H 1.327 3.270 -1.123 0.33 -0.02 0.79
O 3.666 1.109 -2.342 -0.06 -0.09 0.39
H 4.334 1.687 -1.973 0.31 0.18 0.13
H 3.514 1.450 -3.224 -0.31 -0.01 -0.41
O 4.083 1.300 2.311 -0.12 0.26 0.49
H 5.034 1.193 2.329 0.25 0.03 0.05
H 3.770 0.580 1.764 -0.14 -0.28 -0.52
O -2.678 2.679 -2.875 -0.10 0.00 0.20
H -1.836 2.634 -3.329 0.45 -0.15 -0.04
H -3.281 3.038 -3.525 -0.30 0.03 -0.22
O 1.362 2.161 -4.438 0.26 -0.18 -0.41
H 0.822 2.719 -4.998 0.02 0.09 -0.29
H 1.121 2.412 -3.546 -0.09 0.36 0.90
O 3.013 -0.212 0.111 0.52 0.15 0.47
H 2.084 -0.359 0.289 -0.94 -0.26 0.11
H 3.036 0.126 -0.783 0.25 -0.01 -0.79
O -2.312 0.423 -0.671 0.38 0.30 0.35
H -2.905 -0.136 -1.173 -0.34 -0.36 -0.10
H -2.455 1.302 -1.023 -0.03 0.48 -0.05
O -0.990 5.179 0.489 1.00 0.27 0.21
H -1.221 5.827 -0.177 -0.11 0.19 -0.03
H -1.664 4.504 0.411 -0.49 -0.15 -0.12
O 0.740 -0.624 -4.392 0.43 -0.22 -0.85
H 1.036 0.286 -4.421 0.20 0.36 -0.24
H 0.179 -0.669 -3.618 -0.19 -0.35 0.38
O 5.081 -1.970 0.645 0.59 -0.37 0.42
H 5.142 -2.310 -0.248 0.01 -0.08 -0.17
H 4.364 -1.336 0.612 -0.48 0.27 -0.29
O 2.331 2.751 0.383 -0.28 0.51 -0.49
H 2.413 2.452 1.289 0.25 -0.03 0.38
H 2.611 2.002 -0.143 0.22 -0.36 0.08
O -3.080 3.780 -0.346 -0.38 -0.20 0.37
H -3.955 4.166 -0.311 -0.23 0.14 0.26
H -2.988 3.476 -1.249 0.24 -0.20 -0.68
O -0.621 -1.086 -2.256 -0.35 -0.34 -0.21
H -0.734 -1.864 -1.710 0.15 -0.33 0.26
H -1.003 -0.374 -1.742 -0.12 0.33 0.32
O 0.338 -0.695 0.415 0.35 0.13 0.42
H 0.049 -1.542 0.756 -0.17 -0.63 -0.03
H -0.465 -0.179 0.345 -0.36 0.37 -0.11
O -0.930 -3.640 -0.009 0.22 0.28 -0.35
H -1.843 -3.841 -0.215 -0.28 -0.08 -0.14
H -0.712 -4.226 0.716 0.25 -0.12 0.16

---

(4)
21
Properties=species:S:1:pos:R:3:forces:R:3 method="wB97M-V/def2-TZVPD" orbital_gap_ev=3.7 mol_weight_g_mol=576.81 total_charge=+4 de_lowest_kj_mol=293.72
Lu 1.721 -4.489 -2.610 -0.25 -0.46 1.08
Y 0.823 0.381 0.233 -1.93 -1.58 0.51
Cl 1.668 -4.555 -0.220 0.15 0.13 -1.76
Cl 0.104 -0.404 -1.973 0.49 -0.07 0.78
C 1.550 2.391 -0.532 2.36 8.90 -0.81
C 2.453 -6.713 -3.210 1.42 -9.94 5.22
C 2.759 -5.580 -4.593 3.91 1.02 -9.05
O 1.802 3.529 -0.578 -1.38 -6.41 -0.02
O 2.850 -7.824 -3.042 -2.26 7.16 -1.83
O 3.267 -5.973 -5.586 -2.96 1.68 5.86
Br -3.374 5.109 1.011 0.63 -0.79 0.05
C -2.346 3.592 1.493 -0.07 0.31 0.49
C -2.404 3.119 2.821 0.47 -0.36 -0.49
C -1.612 2.008 3.168 -0.09 -0.01 0.76
C -0.851 1.362 2.205 -0.76 1.13 -0.35
N -0.796 1.811 0.916 0.31 0.96 0.26
C -1.461 2.978 0.603 -0.20 -0.63 0.05
H -3.019 3.645 3.561 0.26 -0.33 -0.24
H -1.572 1.680 4.220 -0.10 0.05 -0.68
H -0.251 0.491 2.482 0.02 -0.30 0.16
H -1.311 3.441 -0.370 -0.01 -0.45 0.00